[1]
88
Properties=species:S:1:pos:R:3:forces:R:3:mulliken_charge:R:1 method="wB97M-V/def2-TZVPD" gap_ev=8.49 de_lowest_kcal_mol=0.0 total_charge=+1 e_tot_ev=-114700.2779
Pb -0.040230 -1.624453 -0.002395 -0.30 -0.15 -0.22 1.9205
C -3.912309 -1.077413 0.025929 0.08 -0.06 0.02 -0.8358
O -2.864662 -1.610939 -0.777997 0.00 0.00 0.12 0.1918
C -3.208442 -2.887604 -1.294045 -0.03 0.03 0.06 -0.5536
C -2.195509 -3.258789 -2.342471 0.17 -0.06 -0.03 -0.8721
O -0.887633 -3.486990 -1.808657 0.03 0.05 0.11 -0.2895
C -0.642917 -4.787233 -1.272928 -0.06 0.03 -0.06 -0.5356
C 0.842343 -4.867501 -1.006271 0.07 0.06 0.05 -0.8393
O 1.243018 -4.049849 0.095539 -0.07 -0.05 -0.03 -0.0780
C 1.360058 -4.785047 1.317880 0.03 0.18 -0.05 -0.9026
H -4.803514 -0.909225 -0.584531 -0.02 0.01 -0.01 0.3387
H -3.569932 -0.132977 0.439832 0.03 0.00 0.00 0.1066
H -4.165560 -1.757747 0.843158 0.02 -0.03 0.04 0.3536
H -4.197457 -2.847745 -1.764256 -0.02 0.02 -0.02 0.4747
H -3.249388 -3.617443 -0.477292 0.01 -0.04 0.00 0.3090
H -2.083446 -2.420499 -3.028869 0.00 0.00 -0.04 0.2747
H -2.521572 -4.136768 -2.907137 -0.01 -0.04 0.05 0.4448
H -0.927428 -5.545387 -2.009742 0.02 -0.01 -0.02 0.5801
H -1.218256 -4.951247 -0.356617 0.00 0.01 0.00 0.2314
H 1.370877 -4.493136 -1.884439 0.03 -0.01 -0.02 0.2152
H 1.152213 -5.899623 -0.830159 -0.05 -0.03 0.00 0.4949
H 2.135725 -5.546440 1.213033 0.00 -0.02 0.00 0.3168
H 0.415352 -5.246188 1.601269 -0.09 -0.01 -0.01 0.3693
H 1.651668 -4.077769 2.091929 -0.02 0.02 -0.01 0.1656
N 4.247994 -1.088852 1.919638 0.06 0.03 0.13 0.0104
C 3.647483 -1.020855 3.168079 0.23 -0.01 -0.10 0.4530
C 4.180179 -0.929985 4.449110 -0.01 0.02 0.02 -1.2167
C 3.272609 -0.895554 5.487086 -0.06 0.00 -0.01 -0.5132
C 1.887238 -0.952954 5.252073 0.05 0.01 -0.01 -0.9397
C 1.369704 -1.042108 3.976077 -0.04 0.01 0.01 -0.5332
C 2.279562 -1.073637 2.916187 -0.27 -0.01 -0.17 -0.0744
N 2.065357 -1.168330 1.534474 0.04 -0.02 0.14 0.7555
C 3.262619 -1.178074 0.995139 0.03 -0.06 -0.20 -0.2889
C 3.534660 -1.313522 -0.441568 -0.31 -0.02 0.24 -0.4151
C 4.752100 -1.327726 -1.044662 0.15 0.03 -0.02 -0.3224
S 4.561875 -1.566767 -2.719490 0.07 -0.01 -0.13 -0.1567
C 2.869481 -1.628559 -2.514392 -0.14 0.04 0.04 -0.7361
N 2.465082 -1.477678 -1.288756 0.19 -0.07 0.04 0.8438
H 5.235904 -1.096248 1.735539 -0.01 0.00 0.01 0.2395
H 5.246672 -0.886398 4.625929 -0.01 -0.01 0.00 0.4406
H 3.633679 -0.823326 6.504174 -0.01 -0.01 -0.01 0.4087
H 1.210096 -0.928045 6.095635 0.01 -0.01 0.00 0.4797
H 0.302390 -1.081595 3.798256 0.06 0.01 0.00 0.5586
H 5.731153 -1.212667 -0.607826 -0.02 -0.01 -0.01 0.4067
H 2.193689 -1.745166 -3.352851 0.05 0.00 0.08 0.3942
Cl -3.064129 4.177438 0.587516 0.02 -0.05 0.01 -0.1832
C -2.530718 3.283753 1.986293 -0.01 0.06 -0.04 0.9582
C -3.306279 3.319414 3.130628 -0.01 -0.02 0.07 -0.6613
C -2.888090 2.627479 4.259882 0.00 0.03 -0.03 -0.4519
C -1.696984 1.918604 4.240508 -0.01 0.01 -0.06 -0.8231
C -0.933274 1.895819 3.084252 0.03 -0.09 0.03 -0.2192
C -1.335818 2.570304 1.937477 0.05 -0.05 -0.04 -0.6635
C -0.495783 2.503765 0.696958 -0.04 0.14 -0.09 -0.9681
H -4.225804 3.888370 3.134061 0.01 -0.01 0.00 0.4615
H -3.495982 2.649994 5.154591 0.00 0.01 -0.01 0.3971
H -1.367260 1.378710 5.118227 0.00 0.01 -0.02 0.4361
H -0.005742 1.333813 3.059862 -0.03 0.01 0.01 0.3788
H 0.509745 2.161066 0.930799 0.02 0.04 -0.01 0.5427
H -0.442212 3.469076 0.200912 -0.02 0.00 0.01 0.5686
O -2.295018 -2.672962 3.330554 -0.16 -0.10 0.24 -0.6493
N -1.650684 -2.394055 2.358463 0.03 0.14 -0.13 0.6546
O -1.350082 -3.253951 1.477917 0.15 -0.07 -0.19 -0.5818
O -1.229286 -1.207256 2.160897 0.03 0.13 -0.06 -0.2984
S -0.279483 -0.104732 -3.193685 0.04 -0.10 -0.14 -0.4529
P -0.491742 1.653867 -2.378138 -0.01 -0.07 0.01 1.3450
S -1.251527 1.285826 -0.460088 -0.03 0.03 0.49 0.3182
C -1.670145 2.732661 -3.204872 -0.02 0.06 -0.12 0.4729
C -3.004126 2.785123 -2.812980 0.01 0.03 0.00 -0.4442
C -3.906545 3.548613 -3.539692 0.02 0.02 0.01 -0.7767
C -3.479749 4.255461 -4.653955 0.00 0.00 -0.01 -0.4653
C -2.149367 4.199862 -5.051729 0.02 -0.01 0.03 -0.7138
C -1.242863 3.438752 -4.331804 -0.06 0.00 0.02 -0.4508
C 1.016524 2.616019 -2.182180 0.10 0.12 -0.01 -0.0814
C 0.956040 3.988692 -1.933436 0.00 0.01 -0.07 -0.3563
C 2.124880 4.714555 -1.769865 0.01 -0.03 0.01 -0.8669
C 3.356249 4.075634 -1.854058 -0.01 0.00 0.00 -0.5342
C 3.420216 2.712907 -2.109533 -0.05 -0.01 -0.02 -0.4282
C 2.251324 1.982403 -2.277800 0.03 0.05 0.08 -0.3036
H -3.333235 2.246564 -1.934357 -0.01 -0.01 -0.01 0.4487
H -4.941830 3.597783 -3.228613 0.01 -0.01 0.00 0.4336
H -4.185178 4.855194 -5.214440 0.01 -0.01 0.00 0.4034
H -1.818875 4.752564 -5.921216 0.00 -0.01 0.01 0.4125
H -0.206012 3.398426 -4.643426 0.00 -0.02 -0.01 0.4585
H -0.001548 4.495948 -1.899878 0.01 -0.01 0.03 0.5124
H 2.076811 5.780273 -1.589757 0.00 -0.01 0.01 0.4457
H 4.267422 4.647498 -1.733671 -0.01 -0.01 0.00 0.4059
H 4.381137 2.222163 -2.199940 -0.01 0.00 0.01 0.4357
H 2.282522 0.924617 -2.499299 0.00 -0.01 -0.01 0.2086

[2]
91
Properties=species:S:1:pos:R:3:forces:R:3:mulliken_spin:R:1 method="wB97M-V/def2-TZVPD" gap_ev="6.88 / 7.43" s2=0.761 de_lowest_kcal_mol=1.4 total_charge=-2 multiplicity=2 e_tot_ev=-108974.4115
Na -0.492966 -1.596920 0.736824 0.54 0.28 -0.06 0.0138
O -2.281557 2.265799 0.387939 0.15 -0.11 0.14 0.0147
C -2.138886 1.250489 -0.312306 -0.14 0.14 -0.40 0.0171
O -1.840333 0.078127 0.014261 -0.15 0.14 0.08 0.0101
C -2.369301 1.431889 -1.817439 0.06 -0.01 0.08 0.0270
C -2.649365 2.690895 -2.331394 0.01 0.01 0.03 -0.0453
C -2.837070 2.888899 -3.690854 -0.02 0.01 0.07 0.0692
C -2.749575 1.808907 -4.560776 0.01 -0.05 -0.01 -0.0384
C -2.466890 0.545622 -4.067673 0.02 0.08 -0.09 0.0712
C -2.271439 0.358512 -2.700656 -0.04 -0.31 -0.15 -0.0328
S -1.925997 -1.308938 -2.161857 -0.05 0.41 0.32 0.5584
H -2.699644 3.500659 -1.614210 -0.01 0.02 -0.04 -0.0008
H -3.046098 3.881874 -4.071784 0.00 0.00 -0.01 0.0056
H -2.891011 1.948982 -5.626588 -0.01 0.01 0.00 -0.0017
H -2.380935 -0.306038 -4.729593 0.00 0.00 0.01 0.0087
O 1.261084 -0.664098 -0.466691 -0.04 -0.12 -0.07 -0.0238
Si 2.234059 0.565257 -0.409268 -0.16 -0.29 -0.05 0.0047
C 1.913253 1.792295 -1.826739 -0.01 0.07 0.03 0.0037
C 1.089442 1.388990 -2.879465 0.02 -0.04 -0.03 0.0010
C 0.817061 2.230414 -3.951857 0.00 -0.04 0.00 -0.0017
C 1.365448 3.505002 -3.989631 0.01 0.00 0.02 -0.0008
C 2.180838 3.933047 -2.948292 -0.01 -0.02 -0.02 0.0002
C 2.445626 3.082520 -1.882480 -0.03 -0.01 0.00 0.0000
C 2.182132 1.602327 1.174620 0.11 0.08 -0.02 -0.0010
C 3.135815 1.516149 2.191560 0.01 0.03 -0.01 0.0000
C 3.021021 2.264189 3.358148 -0.02 0.02 -0.04 -0.0001
C 1.935005 3.113537 3.531265 -0.05 -0.02 0.07 0.0000
C 0.963724 3.199065 2.541282 0.05 -0.01 0.02 0.0003
C 1.099568 2.460560 1.374867 -0.02 0.02 0.12 0.0016
C 4.040856 -0.006257 -0.603763 0.05 -0.06 0.01 -0.0004
C 5.162022 0.825492 -0.644729 -0.01 -0.02 -0.03 -0.0001
C 6.442455 0.312672 -0.813283 -0.02 0.01 0.00 0.0001
C 6.627386 -1.058448 -0.941723 0.02 -0.01 -0.01 0.0000
C 5.528635 -1.906016 -0.894028 -0.04 0.01 0.01 0.0001
C 4.250406 -1.383443 -0.725307 0.09 0.02 0.02 0.0007
H 0.647456 0.397055 -2.836126 0.02 0.05 0.01 0.0018
H 0.159313 1.895163 -4.745924 0.01 0.02 0.02 0.0007
H 1.145516 4.168254 -4.819049 0.00 0.01 0.00 0.0002
H 2.598882 4.933959 -2.962832 0.00 0.00 0.00 0.0000
H 3.061059 3.438817 -1.061573 0.01 0.02 0.00 -0.0001
H 3.987905 0.854128 2.071310 -0.03 -0.01 0.00 0.0000
H 3.776954 2.180763 4.132331 -0.02 0.01 -0.01 0.0000
H 1.837621 3.695553 4.442490 0.01 -0.01 0.00 0.0000
H 0.086301 3.822150 2.670655 0.03 0.04 0.03 0.0000
H 0.327952 2.548778 0.624244 -0.16 -0.05 -0.12 -0.0012
H 5.034671 1.899007 -0.542185 0.00 0.01 -0.01 0.0000
H 7.297361 0.979949 -0.843046 0.00 0.00 0.00 0.0000
H 7.625273 -1.463432 -1.071500 0.00 0.00 0.00 0.0000
H 5.665007 -2.978727 -0.979370 0.01 0.00 0.00 0.0000
H 3.389002 -2.041307 -0.663911 0.02 0.03 0.01 0.0001
F -2.161961 -3.044912 0.888562 -0.53 0.05 -0.04 0.0030
Sb -3.965092 -3.078692 1.572873 0.99 -0.30 -0.14 0.0008
F -4.036194 -1.200295 1.658400 -0.23 0.05 0.05 0.0001
F -3.207907 -3.088879 3.304042 -0.11 -0.07 0.13 0.0000
F -5.681344 -3.272982 2.338812 -0.24 0.12 -0.09 0.0000
F -3.845459 -4.966784 1.443983 -0.13 -0.03 0.02 0.0000
F -4.626447 -2.992870 -0.198351 -0.12 -0.07 0.08 0.0029
N -0.575553 -0.687597 2.914748 0.13 0.09 0.26 -0.0002
C -1.145233 0.266900 3.229143 -0.03 -0.20 -0.14 -0.0001
N -1.829278 1.349399 3.560874 0.00 0.17 -0.05 0.0009
C -3.222135 1.453525 3.098386 0.02 -0.05 0.11 0.0007
C -4.193300 1.208305 4.272829 -0.04 0.02 -0.07 -0.0001
C -3.502481 0.430073 5.388461 0.01 -0.04 -0.03 -0.0001
C -2.354885 1.255275 5.978363 0.05 0.02 0.02 0.0000
C -1.560295 1.956979 4.852023 -0.06 -0.02 0.05 -0.0001
H -3.352482 0.725299 2.304974 -0.01 -0.01 0.03 -0.0011
H -3.351157 2.434432 2.646236 -0.02 0.06 0.00 0.0000
H -5.064329 0.661509 3.908369 0.02 0.00 -0.03 0.0000
H -4.558396 2.162705 4.671544 0.02 0.00 0.01 0.0000
H -3.114341 -0.505470 4.977582 -0.01 -0.01 0.00 0.0000
H -4.209944 0.154367 6.174091 0.00 0.02 -0.01 0.0000
H -1.695866 0.610904 6.564797 0.01 0.00 -0.02 0.0000
H -2.752821 2.011391 6.663566 0.00 0.00 -0.01 0.0000
H -0.487473 1.933248 5.028969 0.06 -0.01 0.02 0.0000
H -1.846846 3.009272 4.767635 -0.04 -0.02 0.01 0.0000
O 0.733183 -3.790906 0.584849 0.09 -0.17 -0.09 -0.0005
O 1.726305 -3.849347 -0.544953 0.09 -0.07 0.15 0.0006
O -1.649481 -2.062656 -3.435688 0.05 -0.16 -0.18 0.3258
S 0.581527 -3.330011 -1.477692 -0.35 0.31 0.15 0.0039
C 1.373752 -3.490439 -3.092321 0.10 -0.01 -0.11 0.0062
C 1.239465 -4.953319 -3.498852 -0.02 0.02 0.04 0.0009
C -0.207122 -5.304495 -3.150978 -0.03 0.03 0.01 -0.0013
C -0.448694 -4.799577 -1.728432 0.00 -0.02 -0.07 -0.0025
H 2.387102 -3.100749 -2.998538 0.00 -0.02 0.00 -0.0015
H 0.796408 -2.834776 -3.747919 0.01 0.00 0.00 -0.0039
H 1.930037 -5.561520 -2.909059 0.00 -0.01 -0.01 0.0002
H 1.466083 -5.111011 -4.555286 -0.02 0.03 -0.01 0.0000
H -0.416434 -6.372874 -3.228850 0.02 -0.01 0.02 0.0000
H -0.876850 -4.776674 -3.834169 0.00 -0.02 0.00 0.0006
H -0.109840 -5.470639 -0.940783 0.01 -0.04 -0.02 0.0002
H -1.479259 -4.518232 -1.516132 0.02 0.00 0.00 0.0016